{
  "formula": "C22H53BrN12O21P2",
  "method": "ωB97M-V/def2-TZVPD",
  "elements": ["C", "C", "C", "Br", "P", "C", "C", "C", "C", "N", "C", "C", "C", "O", "O", "C", "N", "N", "C", "C", "C", "O", "P", "N", "O", "O", "H", "H", "H", "H", "H", "H", "H", "H", "H", "H", "H", "H", "H", "H", "H", "H", "H", "H", "H", "H", "H", "H", "H", "H", "H", "H", "H", "H", "H", "C", "N", "O", "O", "H", "H", "H", "C", "N", "O", "O", "H", "H", "H", "C", "N", "O", "O", "H", "H", "H", "C", "N", "O", "O", "H", "H", "H", "C", "N", "O", "O", "H", "H", "H", "C", "N", "O", "O", "H", "H", "H", "C", "N", "O", "O", "H", "H", "H", "C", "N", "O", "O", "H", "H", "H"],
  "positions_angstrom": [[7.00779, 0.80223, 0.86191], [5.55069, 0.75134, 0.37243], [4.78289, -0.43448, 0.95896], [5.43750, -2.09771, 0.20269], [2.91982, -0.39372, 0.83008], [1.97012, -1.74849, 0.07568], [0.75487, -1.34675, -0.76882], [-0.46391, -1.04867, 0.09668], [-1.59578, -0.44465, -0.71483], [-2.76508, -0.15027, 0.12735], [-3.86747, 0.32539, -0.71762], [-2.44306, 0.90014, 1.07556], [-2.77942, 0.59350, 2.51476], [-1.94172, 1.93135, 0.73528], [3.10123, 0.41477, -0.83958], [3.41228, -0.19862, -1.90402], [3.72303, -0.71199, -2.88372], [2.03882, 0.98140, 1.29769], [2.51549, 1.68471, 2.50905], [1.55090, 1.89448, 0.28148], [2.24689, 3.22083, 0.09806], [0.57285, 1.60942, -0.34176], [2.74670, -1.44009, 2.90233], [3.26198, -2.89796, 2.81012], [3.55260, -0.62835, 4.05413], [1.21662, -1.17026, 3.35785], [7.31094, -0.14191, 1.32377], [7.69344, 0.98732, 0.03376], [7.14239, 1.59156, 1.60481], [5.53203, 0.69472, -0.71492], [5.03408, 1.66184, 0.69616], [5.02381, -0.48991, 2.02185], [1.61118, -2.37850, 0.89239], [2.67976, -2.36186, -0.48652], [0.96942, -0.51761, -1.44412], [0.53196, -2.21122, -1.40620], [-0.81706, -1.98706, 0.54595], [-0.19210, -0.38877, 0.93123], [-1.93499, -1.17488, -1.45862], [-1.24947, 0.46189, -1.23340], [-4.67559, 0.71263, -0.09126], [-3.53397, 1.14116, -1.37374], [-4.23128, -0.51352, -1.31217], [-1.86395, 0.68894, 3.10654], [-3.19061, -0.40683, 2.62886], [-3.50069, 1.32914, 2.88182], [2.13741, 1.20010, 3.40410], [2.09605, 2.68948, 2.50944], [3.60292, 1.75311, 2.57148], [1.78011, 3.96598, 0.74958], [2.06882, 3.52234, -0.93444], [3.31507, 3.20904, 0.31287], [2.62375, -3.66178, 2.98959], [4.40490, -1.06174, 4.20723], [0.81719, -1.97512, 3.71531], [6.94776, 3.86075, 4.67105], [5.65518, 3.20565, 4.33522], [4.70304, 3.40543, 5.05843], [5.63488, 2.48891, 3.35333], [6.80324, 4.44868, 5.56878], [7.67445, 3.06811, 4.82054], [7.22741, 4.47213, 3.81828], [-1.49776, 0.17054, -5.39362], [-2.10715, -0.72586, -4.37420], [-1.68959, -1.86169, -4.28519], [-2.98930, -0.25843, -3.67896], [-0.73379, -0.38812, -5.91996], [-2.29604, 0.49582, -6.05395], [-1.08386, 1.02118, -4.86030], [-0.84913, 4.60814, -2.46834], [0.16502, 5.43015, -3.18235], [0.16426, 5.41186, -4.39524], [0.93836, 6.06218, -2.49009], [-1.45772, 4.09998, -3.20623], [-0.30926, 3.89900, -1.84461], [-1.44181, 5.27728, -1.85238], [3.59830, 2.62111, 7.98896], [4.92759, 2.52326, 8.65287], [5.00008, 2.78207, 9.83429], [5.86422, 2.19348, 7.94908], [2.86742, 2.92977, 8.72631], [3.70650, 3.34574, 7.18904], [3.37207, 1.64331, 7.57430], [-5.13211, -2.50429, -4.12712], [-6.20639, -3.24688, -3.41297], [-6.94855, -2.61610, -2.68462], [-6.27603, -4.44326, -3.60408], [-5.20555, -1.45925, -3.85439], [-4.18154, -2.93154, -3.81987], [-5.28994, -2.66319, -5.19016], [5.97112, 1.27942, -3.99184], [7.26685, 1.93439, -4.32141], [7.48254, 2.23355, -5.47674], [8.03006, 2.12653, -3.39412], [5.38945, 1.16815, -4.89787], [6.19545, 0.31524, -3.54696], [5.47139, 1.91568, -3.26749], [-9.85677, -3.57561, -3.49647], [-11.25058, -3.88283, -3.07090], [-11.59653, -3.53613, -1.95882], [-11.95475, -4.46897, -3.86778], [-9.35091, -3.06321, -2.68902], [-9.37485, -4.52060, -3.73072], [-9.92816, -2.96096, -4.38913], [-11.19270, -6.62513, -0.54194], [-10.34870, -7.15613, 0.56491], [-10.05548, -6.40269, 1.46931], [-10.00969, -8.31953, 0.48266], [-11.41679, -5.58489, -0.33949], [-10.62566, -6.74571, -1.46049], [-12.09165, -7.23256, -0.58069]],
  "lowdin_charge": [-0.09, -0.32, -0.77, 0.78, 0.84, -0.27, -0.22, -0.19, -0.21, -0.13, -0.07, -0.49, 0.01, 0.11, -0.20, -0.49, 0.17, -0.17, -0.08, -0.48, 0.02, 0.09, 0.44, -0.18, -0.21, -0.19, 0.06, 0.08, 0.05, 0.08, 0.09, 0.04, 0.06, 0.07, 0.09, 0.13, 0.13, 0.09, 0.11, 0.11, 0.09, 0.08, 0.08, 0.08, 0.08, 0.09, 0.07, 0.09, 0.05, 0.10, 0.09, 0.08, -0.01, 0.07, 0.08, 0.06, -0.42, 0.07, 0.04, 0.10, 0.11, 0.10, 0.06, -0.43, 0.07, 0.03, 0.10, 0.10, 0.10, 0.05, -0.45, 0.06, 0.05, 0.09, 0.08, 0.10, 0.05, -0.45, 0.07, 0.04, 0.09, 0.07, 0.10, 0.04, -0.44, 0.05, 0.07, 0.08, 0.09, 0.10, 0.02, -0.45, 0.07, 0.05, 0.09, 0.09, 0.09, 0.04, -0.45, 0.06, 0.06, 0.08, 0.10, 0.10, 0.04, -0.45, 0.07, 0.06, 0.08, 0.10, 0.10],
  "multiplicity": 1,
  "homo_lumo_gap_ev": 8.503,
  "lumo_energy_ev": -0.593
}


{
  "formula": "C22H54ClN2O6S5",
  "method": "ωB97M-V/def2-TZVPD",
  "elements": ["C", "C", "Cl", "C", "C", "N", "C", "C", "C", "C", "N", "O", "C", "C", "C", "C", "H", "H", "H", "H", "H", "H", "H", "H", "H", "H", "H", "H", "H", "H", "H", "H", "H", "H", "H", "H", "H", "H", "H", "H", "C", "S", "O", "C", "H", "H", "H", "H", "H", "H", "C", "S", "O", "C", "H", "H", "H", "H", "H", "H", "C", "S", "O", "C", "H", "H", "H", "H", "H", "H", "C", "S", "O", "C", "H", "H", "H", "H", "H", "H", "C", "S", "O", "C", "H", "H", "H", "H", "H", "H"],
  "positions_angstrom": [[-1.28892, -1.02100, -2.24461], [0.10533, -0.89874, -2.96033], [-0.19462, -1.32843, -4.72660], [1.08175, -1.89057, -2.26653], [2.06757, -1.26506, -1.22259], [2.31150, -2.31598, -0.17383], [1.52902, -0.02072, -0.45319], [2.67686, 0.83850, 0.20983], [3.38810, 0.10859, 1.38658], [1.91919, 2.05222, 0.87359], [3.62030, 1.41063, -0.79344], [3.40767, 2.64458, -1.07320], [3.74058, 0.59246, -2.01499], [2.87970, 1.13973, -3.21739], [5.25316, 0.71575, -2.49391], [3.49165, -0.92358, -1.79900], [-1.52858, -2.09356, -2.12778], [-1.25493, -0.53523, -1.25033], [-2.08218, -0.55445, -2.85422], [0.43506, 0.14671, -2.96900], [0.51811, -2.74366, -1.84213], [1.70820, -2.33925, -3.07188], [1.38106, -2.61305, 0.12542], [2.64849, -3.11839, -0.71308], [0.91252, -0.36353, 0.40364], [0.94049, 0.69182, -1.05505], [2.64347, -0.07773, 2.18287], [4.16836, 0.77295, 1.81523], [3.86350, -0.84408, 1.10506], [1.18198, 2.50922, 0.19410], [1.32473, 1.59498, 1.69671], [2.60410, 2.77071, 1.34631], [3.42624, 1.84629, -3.85514], [1.95579, 1.61907, -2.83190], [2.57442, 0.24769, -3.80503], [5.60320, -0.28404, -2.81178], [5.38469, 1.46602, -3.28468], [5.85246, 0.99591, -1.60828], [3.63627, -1.49855, -2.73643], [4.27278, -1.30462, -1.10638], [-2.64993, 0.16584, 3.78949], [-2.52346, 0.95716, 2.17925], [-1.25045, 0.48468, 1.54779], [-2.22636, 2.61662, 2.81251], [-2.79983, -0.89727, 3.63742], [-1.73152, 0.32723, 4.35617], [-3.50250, 0.57482, 4.33017], [-1.33657, 2.61913, 3.44408], [-3.09446, 2.94659, 3.38235], [-2.07520, 3.28404, 1.96497], [-4.83941, -3.78284, 3.73664], [-5.12206, -2.59274, 2.41252], [-5.02364, -1.23049, 3.01236], [-6.87356, -2.95878, 2.19831], [-3.80184, -3.69726, 4.05624], [-5.49872, -3.56607, 4.57796], [-5.02132, -4.79159, 3.36454], [-7.40403, -2.79376, 3.13669], [-6.99187, -3.99332, 1.87416], [-7.27037, -2.29228, 1.43422], [4.99963, -1.84902, -7.55940], [5.32770, -0.13238, -7.11914], [5.59988, -0.09502, -5.65354], [3.63964, 0.45070, -7.36394], [5.92205, -2.41424, -7.43674], [4.23066, -2.25992, -6.90404], [4.67722, -1.90299, -8.59982], [2.95730, -0.10673, -6.72050], [3.35961, 0.32476, -8.41040], [3.60235, 1.50755, -7.10395], [0.36410, 0.65626, 8.37198], [-0.75864, 0.67351, 6.96258], [-0.87340, 2.08650, 6.50045], [-2.24866, 0.29159, 7.90222], [1.36078, 0.91192, 8.01637], [0.04219, 1.38965, 9.11197], [0.38103, -0.34161, 8.81171], [-2.40578, 1.04846, 8.67143], [-2.14862, -0.69440, 8.35753], [-3.09430, 0.28942, 7.21570], [-5.41491, 1.95677, -2.16021], [-4.36631, 1.80585, -0.70126], [-4.82416, 2.83170, 0.28025], [-2.86754, 2.43709, -1.47834], [-6.42304, 1.64808, -1.88835], [-5.43126, 2.99249, -2.50167], [-5.03653, 1.30519, -2.94894], [-3.04453, 3.44236, -1.86327], [-2.56884, 1.76958, -2.28766], [-2.07963, 2.46757, -0.72548]],
  "lowdin_charge": [-0.13, -0.67, 0.53, -0.16, -0.44, 0.06, -0.06, -0.43, -0.03, -0.05, -0.12, -0.02, -0.43, -0.01, -0.02, -0.08, 0.08, 0.07, 0.05, 0.06, 0.11, 0.10, 0.08, 0.08, 0.12, 0.11, 0.09, 0.09, 0.06, 0.08, 0.07, 0.09, 0.08, 0.08, 0.08, 0.07, 0.07, 0.08, 0.12, 0.12, -0.28, 0.80, -0.57, -0.24, 0.02, 0.02, 0.06, 0.05, 0.06, 0.05, -0.27, 0.82, -0.56, -0.27, 0.05, 0.06, 0.05, 0.06, 0.05, 0.05, -0.27, 0.81, -0.56, -0.27, 0.05, 0.06, 0.05, 0.05, 0.05, 0.05, -0.27, 0.79, -0.55, -0.26, 0.05, 0.06, 0.05, 0.06, 0.05, 0.04, -0.27, 0.77, -0.55, -0.26, 0.05, 0.06, 0.05, 0.06, 0.04, 0.04],
  "s2": 0.754,
  "multiplicity": 2,
  "homo_lumo_gap_ev": [8.133, 8.701],
  "lumo_energy_ev": [0.335, 0.335]
}


Number 1: electronic energy -173150.7094 eV. Number 2: electronic energy -105647.5346 eV.